2 unconnected molecules or ions with the total composition C2H7N2P at a distorted geometry. Source: the Open Molecules 2025 dataset; level of theory: ωB97M-V/def2-TZVPD.

Each line ends with the natural charge from an NBO analysis.
Element x y z (Å)
H  0.198  -1.479  1.015  0.366
P  4.560  -0.574  -0.402  0.882
H  -0.253  -1.378  -0.693  0.359
H  -2.308  0.135  0.962  0.200
C  -0.359  0.350  0.302  -0.202
C  -1.945  0.434  0.012  -0.621
H  -2.072  -0.362  -0.763  0.190
H  -2.119  1.418  -0.271  0.205
H  -0.215  0.631  1.350  0.182
N  0.224  -0.964  0.116  -0.853
H  -0.059  1.138  -0.471  0.174
N  4.349  0.651  -1.156  -0.882

Forces on the atoms, in the same order (eV/Å):
H -0.3 0.0 -1.4
P 0.1 -1.3 0.8
H 0.5 -0.6 1.0
H -1.5 -0.2 0.5
C -1.6 1.4 -1.3
C 3.3 -3.0 0.4
H -0.6 1.0 0.4
H -1.0 1.5 -0.6
H 0.4 0.5 -0.4
N 0.0 0.4 0.1
H 1.0 -1.1 1.3
N -0.2 1.3 -0.8

Results
SMILES	CCN.N#P
HOMO-LUMO gap	9.10	eV
relative energy (zero: lowest compared OMol25 entry of this formula, charge and spin)	40.7	kcal/mol
HOMO energy	-8.94	eV

A molecular structure, C49H60ILaN6O9S2 at a distorted geometry. Source: the Open Molecules 2025 dataset; level of theory: ωB97M-V/def2-TZVPD.

Each line ends with the Löwdin charge.
Element x y z (Å)
H  -7.438  3.709  -1.130  0.099
C  -2.096  -3.430  -2.324  -0.161
O  -2.303  4.068  0.501  -0.281
C  0.787  0.466  4.596  -0.128
H  -1.948  0.359  4.464  0.104
N  0.664  -0.594  2.555  -0.009
C  -2.332  -0.459  2.556  -0.256
C  3.344  0.675  4.818  -0.186
C  3.753  -2.650  -0.895  -0.138
H  -0.691  3.922  -0.392  0.020
N  -1.941  -0.961  1.361  0.009
O  -1.509  -0.900  -4.300  -0.060
C  -4.665  -0.973  4.939  -0.089
H  1.127  -0.186  7.292  0.058
H  -4.103  0.969  4.163  0.101
C  -6.286  2.223  -2.156  -0.072
C  5.612  -1.844  0.681  -0.191
O  -2.347  0.311  -1.920  -0.023
H  6.094  -3.831  1.398  0.059
H  2.759  2.190  -3.199  0.072
H  4.300  -1.258  4.993  0.059
C  2.066  0.216  4.193  -0.122
H  1.885  -3.580  -2.663  0.097
H  -0.950  2.485  2.119  0.001
H  -5.584  0.309  3.472  0.104
H  -7.071  -2.926  1.166  0.064
C  1.858  2.776  -3.322  -0.094
H  -0.861  -3.607  -5.481  0.071
C  -2.778  1.143  -1.116  -0.544
C  -5.654  -1.276  1.086  -0.191
H  -6.329  -0.579  1.592  0.103
H  -1.507  2.425  -3.217  0.101
H  -3.954  -4.883  -0.946  0.062
H  -4.690  -5.686  -2.342  0.063
C  0.325  1.187  5.824  -0.190
H  -4.064  -2.274  -0.897  0.105
C  -0.084  -0.064  3.556  -0.262
H  -1.328  4.879  -3.782  0.112
C  -5.569  3.367  -0.154  -0.035
H  0.794  -3.384  -4.928  0.072
C  1.937  4.128  -3.615  -0.065
N  0.556  0.799  -2.751  0.030
H  1.049  1.964  6.085  0.104
C  -3.359  -4.039  -2.841  -0.194
C  -0.546  2.911  -3.330  -0.038
H  -0.521  -0.564  6.783  0.070
N  -0.696  -2.168  -1.007  0.019
C  -3.783  -0.459  2.645  -0.149
H  2.888  4.625  -3.741  0.109
C  -4.240  -0.997  1.480  -0.137
C  2.308  -2.496  -0.894  -0.258
H  -1.206  -1.743  -3.948  0.001
S  -2.868  2.756  0.725  0.675
C  1.444  -3.003  -1.859  0.045
C  0.165  0.246  7.023  -0.092
C  0.618  2.163  -3.147  -0.347
C  -1.477  -0.035  3.572  0.039
H  -7.034  2.077  -2.923  0.100
C  0.050  -2.928  -1.847  -0.258
C  -5.096  1.512  -2.203  0.005
H  -5.386  -3.418  0.947  0.062
H  5.275  -5.308  -2.463  0.063
H  -1.964  -0.469  -3.561  -0.001
H  4.017  -0.841  2.653  0.095
H  -0.629  1.681  5.625  0.105
C  -4.573  0.052  3.803  -0.196
C  -0.365  -4.741  -3.700  -0.199
C  4.059  -0.409  5.627  -0.093
C  3.044  -0.985  2.206  -0.032
H  4.009  1.024  4.026  0.113
H  4.044  -3.211  -2.931  0.102
S  0.850  6.636  -4.090  0.410
C  4.746  -4.803  -1.653  -0.091
H  5.508  -2.739  2.649  0.060
C  -4.146  1.743  -1.221  -0.119
H  5.526  -2.839  -2.056  0.102
C  3.019  -1.617  0.966  -0.340
N  -2.073  1.604  -0.095  -0.145
H  3.135  1.528  5.469  0.103
H  7.148  -2.555  2.019  0.064
H  -4.151  -3.286  -2.850  0.106
H  3.782  -5.287  -1.508  0.071
C  0.780  4.861  -3.767  -0.286
O  -3.045  2.429  2.119  -0.277
C  1.963  -0.481  2.920  -0.276
H  -5.218  -1.852  4.609  0.059
H  0.335  -4.880  -5.748  0.064
I  2.792  1.590  -0.037  0.219
O  -0.041  2.247  1.899  -0.173
H  -5.731  4.086  0.634  0.118
C  -0.456  4.260  -3.630  -0.069
C  -4.396  2.655  -0.210  -0.180
H  3.431  -0.766  6.442  0.059
H  -3.211  -4.382  -3.869  0.105
O  -0.228  6.889  -5.049  -0.394
C  -0.002  -4.114  -5.048  -0.092
C  4.200  -2.089  0.262  -0.145
H  0.732  3.961  -1.022  0.051
C  -1.996  -2.470  -1.245  -0.265
N  1.909  -1.842  0.225  -0.012
H  4.983  -0.020  6.055  0.064
H  -5.782  -1.122  0.011  0.102
H  5.317  -4.918  -0.733  0.060
H  -0.222  0.786  7.887  0.062
H  0.237  2.884  1.204  -0.015
C  -3.088  -2.012  -0.511  0.034
H  -3.668  -1.288  5.241  0.066
H  -0.184  0.315  -3.261  0.045
C  -3.778  -5.221  -1.965  -0.090
H  0.503  -5.283  -3.311  0.105
H  5.675  -0.820  1.054  0.108
H  -5.935  -2.869  2.524  0.062
C  -3.064  -1.325  0.695  -0.262
C  -0.814  -3.729  -2.692  -0.166
C  4.548  -3.317  -1.968  -0.195
H  -1.162  -5.473  -3.856  0.099
H  1.454  0.349  -2.933  0.076
H  6.258  -1.917  -0.196  0.103
O  0.619  7.236  -2.775  -0.386
H  -5.171  -0.545  5.805  0.064
H  -2.985  -5.968  -1.946  0.072
C  -6.042  -2.713  1.452  -0.084
O  0.131  3.421  -0.496  -0.163
H  -4.885  0.808  -2.993  0.121
O  2.185  6.895  -4.629  -0.393
C  6.122  -2.804  1.755  -0.092
C  -6.519  3.143  -1.144  -0.077
La  0.090  0.081  0.128  1.771

Forces on the atoms, in the same order (eV/Å):
H -0.1 0.0 0.0
C 0.2 0.1 0.0
O -0.1 0.0 -0.1
C 0.2 0.0 0.0
H 0.0 0.1 0.0
N 0.0 0.0 -0.2
C -0.2 -0.3 -0.1
C 0.0 -0.2 0.1
C 0.1 0.2 0.1
H 0.0 0.1 -0.2
N 0.2 0.1 0.2
O 0.0 0.2 -0.4
C -0.1 0.2 -0.1
H 0.1 -0.1 0.0
H -0.1 0.1 0.0
C 0.0 0.0 0.0
C -0.1 -0.2 0.1
O 0.0 0.3 0.1
H 0.0 -0.1 0.0
H 0.0 0.0 0.1
H 0.0 -0.1 0.0
C -0.3 0.2 0.1
H 0.0 0.0 0.0
H 0.1 0.0 0.4
H 0.1 0.1 0.0
H -0.1 -0.1 0.0
C -0.2 -0.2 0.0
H -0.1 0.1 -0.1
C -0.4 -0.3 -0.9
C 0.1 -0.1 0.1
H 0.0 0.0 0.0
H -0.1 0.0 0.0
H 0.0 0.0 0.1
H -0.1 -0.1 0.0
C 0.1 -0.2 0.0
H -0.1 0.0 0.0
C -0.1 -0.2 0.0
H -0.2 -0.1 0.0
C 0.0 0.2 0.3
H 0.1 0.1 0.0
C 0.1 -0.1 0.0
N 0.0 -0.2 0.1
H -0.1 0.1 -0.1
C 0.1 -0.1 0.2
C 0.2 -0.1 -0.1
H 0.0 -0.1 0.0
N 0.1 0.2 0.1
C -0.1 0.0 -0.2
H 0.0 0.0 0.0
C 0.1 0.2 0.1
C -0.1 -0.1 -0.1
H 0.0 -0.2 0.2
S -0.6 0.3 -0.1
C 0.2 0.1 0.1
C 0.0 0.2 -0.1
C 0.2 0.2 -0.2
C 0.4 0.1 0.0
H 0.0 0.0 0.0
C -0.2 -0.1 -0.1
C 0.2 0.0 0.1
H 0.1 -0.1 0.0
H 0.0 -0.1 0.0
H -0.2 -0.1 0.2
H 0.1 0.1 0.0
H 0.1 0.1 0.0
C 0.1 -0.2 0.0
C 0.0 0.1 -0.1
C 0.0 0.2 0.0
C -0.2 0.1 0.1
H 0.0 0.1 0.0
H 0.1 0.1 0.0
S -0.1 0.3 -0.1
C 0.0 0.1 -0.2
H -0.1 0.0 0.1
C -0.4 0.1 -0.1
H 0.0 0.1 -0.1
C -0.1 -0.1 -0.1
N -0.3 0.8 0.8
H 0.0 0.0 -0.1
H 0.1 0.0 0.1
H 0.0 0.0 -0.1
H -0.1 -0.1 0.0
C 0.1 0.8 -0.1
O -0.1 -0.1 -0.1
C 0.0 -0.2 0.1
H 0.0 -0.1 0.0
H 0.0 0.0 -0.1
I 1.0 0.4 -0.1
O 0.1 -0.1 -0.2
H -0.1 0.1 0.1
C -0.1 -0.2 -0.1
C 0.7 -0.5 -0.3
H -0.1 -0.1 0.1
H -0.1 0.1 0.0
O 0.2 -0.2 0.3
C 0.0 -0.2 0.1
C -0.1 0.0 -0.3
H 0.1 0.0 -0.1
C 0.0 -0.2 -0.2
N -0.1 0.2 0.2
H 0.1 0.0 0.0
H 0.0 0.0 0.0
H 0.0 0.0 0.0
H 0.0 0.0 0.1
H 0.1 0.0 0.0
C 0.1 0.0 0.2
H 0.1 -0.1 0.1
H 0.3 -0.1 0.0
C -0.1 0.1 -0.2
H -0.1 0.0 0.0
H 0.1 0.1 -0.1
H 0.0 0.0 0.1
C -0.2 -0.3 -0.1
C 0.0 -0.1 0.1
C 0.0 -0.2 0.2
H 0.1 -0.1 0.1
H -0.3 0.0 0.1
H 0.0 0.1 0.0
O 0.0 -0.1 -0.3
H 0.0 0.0 0.1
H 0.0 -0.1 0.1
C -0.1 0.2 -0.1
O 0.0 0.2 0.3
H 0.0 -0.1 -0.1
O -0.2 -0.2 0.1
C 0.0 0.1 -0.1
C 0.1 0.0 0.2
La -0.2 -0.6 0.0

Results
HOMO-LUMO gap	5.70	eV
net charge	-2
relative energy (zero: lowest compared OMol25 entry of this formula, charge and spin)	13.4	kcal/mol
HOMO energy	-2.46	eV